Computed, not measured: a 2-piece molecular cluster, C4H14N2O overall in a non-equilibrium geometry, with wB97M-V/def2-TZVPD.

```
21
C4H14N2O, DFT wB97M-V/def2-TZVPD
C -0.72 -2.58 -0.16
N 0.09 -1.37 -0.29
C -0.22 -0.09 0.23
C 0.98 0.84 0.32
C 0.59 2.29 0.66
N 0.19 2.49 2.05
H -1.34 -2.71 -1.05
H -0.12 -3.44 0.11
H -1.41 -2.39 0.66
H 0.98 -1.44 -0.75
H -0.51 -0.24 1.29
H -0.98 0.52 -0.28
H 1.58 0.89 -0.60
H 1.72 0.61 1.10
H -0.21 2.61 -0.02
H 1.43 2.96 0.47
H -0.48 1.81 2.39
H 1.01 2.38 2.64
H -0.59 -1.27 -2.21
H -0.89 -1.14 -3.71
O -1.09 -0.73 -2.85
```

As for the energy: -345.516641 Eh. As for the total charge: 0. The calculation puts the maximum force at 1.620 eV/A.

=====

Computed, not measured: C22H14Br2IN2OPd as an isolated structure, with wB97M-V/def2-TZVPD.

```
43
C22H14Br2IN2OPd, DFT wB97M-V/def2-TZVPD
Pd -0.66 -0.07 -0.30
Br 3.08 5.73 -3.25
C 1.91 4.57 -2.42
C 0.86 5.10 -1.63
C -0.01 4.24 -1.04
C 0.12 2.80 -1.16
O -0.72 2.09 -0.59
C 1.22 2.29 -1.99
C 1.50 0.88 -2.28
N 0.89 -0.13 -1.79
C 1.26 -1.47 -2.13
C 2.40 -1.82 -2.81
C 2.68 -3.16 -3.13
C 1.81 -4.15 -2.76
C 0.64 -3.83 -2.03
C -0.28 -4.82 -1.60
C -1.37 -4.46 -0.88
C -1.55 -3.09 -0.57
N -0.73 -2.15 -0.96
C 0.37 -2.49 -1.70
C 2.06 3.19 -2.59
H 0.76 6.17 -1.52
H -0.84 4.60 -0.43
H 2.31 0.73 -3.00
H 3.12 -1.06 -3.10
H 3.58 -3.40 -3.67
H 2.01 -5.18 -3.01
H -0.09 -5.85 -1.85
H -2.10 -5.18 -0.54
H -2.40 -2.77 0.03
H 2.87 2.83 -3.22
Br 0.29 -1.14 5.70
C -1.10 0.03 5.19
C -1.78 0.71 6.19
C -2.81 1.58 5.87
C -3.18 1.78 4.55
C -2.51 1.10 3.54
C -1.47 0.23 3.87
I -0.53 -0.76 2.31
H -1.50 0.56 7.22
H -3.33 2.10 6.66
H -3.98 2.45 4.29
H -2.78 1.24 2.51
```

The expectation value of S² is 2.053. Its spin multiplicity is 3. As for the energy: -6604.875557 Eh. As for the total charge: +1. The calculation puts the maximum force at 0.532 eV/A.